Density functional theory data (ωB97M-V/def2-TZVPD) for one molecule with the formula C4H12BN in a non-equilibrium geometry.

Each line ends with the natural charge from an NBO analysis.
Atoms and positions in Å:
C  1.859  0.730  -0.622  -1.052
B  0.387  0.795  0.076  1.028
C  -0.277  2.001  0.784  -1.087
N  -0.915  -0.571  -0.180  -0.621
C  -0.680  -1.426  -1.271  -0.405
C  -0.916  -1.280  1.126  -0.424
H  2.342  1.165  0.268  0.239
H  2.245  1.177  -1.531  0.268
H  2.107  -0.347  -0.647  0.239
H  -0.262  2.800  0.030  0.267
H  0.187  2.504  1.573  0.248
H  -1.288  1.872  1.193  0.249
H  -0.746  -0.908  -2.137  0.190
H  0.251  -2.082  -1.315  0.144
H  -1.593  -2.162  -1.262  0.173
H  -1.099  -0.471  1.715  0.197
H  -1.704  -2.121  0.996  0.189
H  0.102  -1.675  1.203  0.159

The LUMO energy is 0.6 eV. The energy relative to the best compared isomer or geometry (same formula, charge and spin) comes out at 76.7 kcal/mol. As for the total energy: -6506.62994 eV. The highest occupied orbital energy is -7.96 eV. The gap between HOMO and LUMO is 0.313 Ha. Its SMILES is CB(C)N(C)C.